The following is a DFT calculation (ωB97M-V/def2-TZVPD) of C4H5NOS in the gas phase.

```
12
Properties=species:S:1:pos:R:3:forces:R:3:lowdin_charge:R:1
C 0.461364 -1.449376 0.069906 -0.26 -0.34 0.61 -0.353
C 0.036326 1.697596 -0.060824 -0.03 0.35 -0.01 -0.188
C -0.809163 0.571413 0.411507 0.18 0.54 -0.05 -0.299
C -0.609880 -0.550936 -0.473846 0.53 -0.58 -0.52 -0.375
H 0.277747 -1.774294 1.117455 0.17 0.18 -0.74 0.092
H 0.741971 -2.299832 -0.566474 -0.06 0.28 0.20 0.074
H -0.246756 2.740280 -0.207567 0.01 -0.17 0.00 0.117
H -0.638228 0.374704 1.456736 0.16 -0.06 0.41 0.151
H -0.460361 -0.324700 -1.531581 0.01 0.06 0.19 0.154
N 1.271779 1.390844 -0.174514 -0.04 -0.32 0.05 -0.300
O -1.917460 -0.175276 -0.059664 -0.42 -0.10 -0.06 0.050
S 1.892665 -0.200426 0.018862 -0.25 0.15 -0.07 0.875
```
Positions in Å, forces in eV/Å.

Calculated values
Maximum force ... 0.9 eV/Å
SMILES string ... C1=NSC[C@H]2O[C@H]12
Lowest unoccupied orbital energy ... 0.88 eV
HOMO ... -9.0 eV
Total energy ... -683.475820 hartree
Energy relative to the best compared isomer or geometry (same formula, charge and spin) ... 82.9 kcal per mole
HOMO-LUMO gap ... 9.9088 eV